1.
Molecular formula: C20H24ClN3O3S
Method: DFT, ωB97M-V with the def2-TZVPD basis set

## Properties
Strongest force on any atom: 0.021 Eh/bohr
SMILES string: CN(C)S(=O)(=O)c1ccc(Cl)c(C(=O)N[C@H]2CCN(Cc3ccccc3)C2)c1
Energy relative to the best compared isomer or geometry (same formula, charge and spin): 104.82 kJ/mol
E_HOMO: -8.53 eV
Molar mass: 421.95 u

Each line ends with the Löwdin charge.
Element x y z (Å)
C (1.366029, 2.740986, -1.518569)  -0.093
N (2.311623, 3.215560, -0.539776)  -0.334
S (2.274887, 2.420028, 0.924019)  0.661
O (3.204244, 3.068532, 1.796099)  -0.274
O (0.902502, 2.311817, 1.324207)  -0.293
C (2.867184, 0.762301, 0.566482)  -0.251
C (1.941962, -0.181641, 0.174165)  -0.010
C (2.347984, -1.468955, -0.159997)  -0.134
C (3.708215, -1.774499, -0.103726)  -0.587
C (4.636138, -0.819542, 0.299885)  -0.072
C (4.213701, 0.455030, 0.634276)  -0.043
H (4.909369, 1.209572, 0.964993)  0.119
H (5.679994, -1.085111, 0.350238)  0.110
Cl (4.245821, -3.355983, -0.498292)  0.760
C (1.310829, -2.449590, -0.638039)  -0.475
O (1.408737, -3.063550, -1.677802)  0.068
N (0.257329, -2.531559, 0.199768)  0.121
H (0.251964, -1.967293, 1.035429)  0.137
C (-0.979905, -3.196399, -0.143797)  -0.267
C (-2.094365, -2.168369, -0.394075)  -0.117
N (-2.677053, -1.856839, 0.906144)  -0.158
C (-2.427949, -0.512711, 1.392662)  -0.158
C (-2.922980, 0.536433, 0.434406)  -0.223
C (-2.189764, 1.696154, 0.218721)  -0.043
C (-2.658334, 2.663557, -0.655151)  -0.085
C (-3.856164, 2.479177, -1.323218)  -0.094
C (-4.591681, 1.324912, -1.108728)  -0.081
C (-4.129541, 0.360781, -0.232270)  -0.042
H (-4.695585, -0.541228, -0.057264)  0.114
H (-5.529940, 1.178640, -1.623883)  0.101
H (-4.218000, 3.233487, -2.006551)  0.099
H (-2.083621, 3.565222, -0.810430)  0.102
H (-1.257786, 1.854851, 0.744488)  0.079
H (-1.359474, -0.324654, 1.613978)  0.116
H (-2.976295, -0.410715, 2.336974)  0.136
C (-2.278464, -2.897678, 1.852329)  -0.176
H (-1.616724, -2.488403, 2.628831)  0.112
C (-1.547470, -3.974473, 1.042059)  -0.108
H (-2.251256, -4.720350, 0.675833)  0.116
H (-0.773867, -4.475083, 1.620924)  0.116
H (-3.166029, -3.298254, 2.350340)  0.116
H (-1.725784, -1.270502, -0.892950)  0.129
H (-2.865946, -2.619153, -1.027597)  0.125
H (-0.769292, -3.816807, -1.016567)  0.149
H (0.901283, 0.102749, 0.130427)  0.113
C (3.636923, 3.489079, -1.035488)  -0.102
H (4.245852, 3.785017, -0.185270)  0.082
H (4.084817, 2.615111, -1.526018)  0.092
H (3.590932, 4.311707, -1.749134)  0.095
H (1.708497, 1.826009, -2.019345)  0.096
H (1.208141, 3.515916, -2.268752)  0.098
H (0.428317, 2.546725, -1.004967)  0.062

Cartesian forces (eV/Å) of the 2 atoms listed first:
C -0.38 -0.19 -0.17
N -0.11 -0.29 1.04

=====

2.
Molecular formula: C20H24ClNO3
Method: DFT, ωB97M-V with the def2-TZVPD basis set

## Properties
Strongest force on any atom: 0.013 Eh/bohr
SMILES string: CCC(=O)c1ccc(OC[C@H](O)CNCCc2ccc(Cl)cc2)cc1
Energy relative to the best compared isomer or geometry (same formula, charge and spin): 23.78 kJ/mol
E_HOMO: -8.65 eV
Molar mass: 361.87 u

Each line ends with the Löwdin charge.
Element x y z (Å)
C (-7.040707, -2.403508, -0.956577)  -0.102
C (-5.823298, -1.493009, -1.046534)  -0.188
C (-5.529496, -0.814598, 0.279279)  -0.368
O (-6.210277, -1.016595, 1.262065)  0.086
C (-4.371252, 0.108090, 0.319796)  -0.161
C (-4.097941, 0.758843, 1.528019)  -0.007
C (-3.040273, 1.627427, 1.643960)  0.010
C (-2.209669, 1.875531, 0.546337)  -0.263
C (-2.468563, 1.231944, -0.660813)  0.002
C (-3.537493, 0.362705, -0.767035)  -0.015
H (-3.707404, -0.120722, -1.716387)  0.109
H (-1.827736, 1.387500, -1.513722)  0.099
O (-1.194032, 2.750237, 0.771156)  -0.044
C (-0.327482, 3.138202, -0.270025)  -0.124
C (0.759206, 2.107020, -0.645384)  -0.345
O (0.382286, 1.427065, -1.819594)  -0.048
H (0.857150, 0.582222, -1.807967)  0.087
C (1.029771, 1.098743, 0.476018)  -0.166
N (1.973792, 0.117845, -0.026688)  -0.070
H (2.875245, 0.560999, -0.191865)  0.115
C (2.160367, -1.022419, 0.850976)  -0.222
H (2.504098, -0.723859, 1.855867)  0.122
C (3.168971, -2.001731, 0.237649)  -0.141
C (4.538251, -1.388423, 0.174276)  -0.250
C (5.347588, -1.356459, 1.304214)  -0.035
C (6.591395, -0.753289, 1.274138)  -0.100
C (7.034041, -0.169474, 0.097931)  -0.679
C (6.245450, -0.188958, -1.040624)  -0.101
C (5.003570, -0.797228, -0.994305)  -0.047
H (4.389227, -0.816198, -1.882702)  0.117
H (6.600652, 0.265572, -1.952112)  0.105
Cl (8.589369, 0.587129, 0.049891)  0.668
H (7.215325, -0.735870, 2.153846)  0.105
H (5.002423, -1.813556, 2.220204)  0.117
H (2.830412, -2.267903, -0.764039)  0.116
H (3.192249, -2.903205, 0.851513)  0.117
H (1.190287, -1.517250, 0.959629)  0.123
H (0.103531, 0.569268, 0.718140)  0.126
H (1.371380, 1.626537, 1.379852)  0.138
H (1.689702, 2.665002, -0.850398)  0.145
H (0.153355, 4.041008, 0.114331)  0.133
H (-0.883979, 3.392993, -1.178662)  0.136
H (-2.827929, 2.133058, 2.572786)  0.119
H (-4.743568, 0.560783, 2.370413)  0.118
H (-4.943114, -2.069835, -1.340728)  0.119
H (-5.986179, -0.719133, -1.800431)  0.120
H (-6.875515, -3.178173, -0.212103)  0.076
H (-7.914816, -1.831466, -0.656233)  0.076
H (-7.238363, -2.872877, -1.917349)  0.069

Cartesian forces (eV/Å) of the 2 atoms listed first:
C 0.17 0.12 -0.02
C -0.42 -0.24 0.22

=====

3.
Molecular formula: C20H24FMgN5O6
Method: DFT, ωB97M-V with the def2-TZVPD basis set

## Properties
Strongest force on any atom: 0.022 Eh/bohr
Energy relative to the best compared isomer or geometry (same formula, charge and spin): 0.00 kJ/mol
E_HOMO: -5.94 eV
Molar mass: 473.74 u

Each line ends with the Löwdin charge.
Element x y z (Å)
Mg (2.746918, -3.527913, 0.410875)  0.576
N (4.944905, -3.575803, 0.472769)  -0.012
C (5.236085, -2.956505, 1.779784)  -0.164
C (4.311121, -3.610303, 2.831530)  -0.576
O (4.770387, -3.992648, 3.917983)  -0.030
N (3.082083, -3.692712, 2.347761)  -0.056
C (2.069368, -4.485963, 2.993104)  -0.137
C (1.246247, -5.237526, 1.907084)  -0.635
O (0.487935, -6.134224, 2.271127)  -0.007
O (1.420678, -4.830008, 0.696982)  -0.097
H (5.252432, -4.542552, 0.484299)  0.108
H (5.427434, -3.117345, -0.291206)  0.093
H (4.980796, -1.895420, 1.717379)  0.111
H (6.278400, -3.050400, 2.093017)  0.106
H (1.339172, -3.857659, 3.523667)  0.115
H (2.477183, -5.202327, 3.708137)  0.115
C (-1.874033, 0.252521, -4.062579)  -0.061
C (-0.557071, 0.938589, -3.707841)  -0.193
N (0.100313, 0.313393, -2.566223)  -0.039
C (1.060219, -0.629247, -2.802758)  0.043
C (1.682629, -1.359472, -1.852130)  -0.004
C (2.754925, -2.366604, -2.287170)  -0.596
O (3.272321, -2.167051, -3.385489)  0.025
O (2.961006, -3.307108, -1.470837)  -0.038
C (1.359380, -1.149292, -0.471364)  -0.258
O (1.841403, -1.768240, 0.483356)  0.039
C (0.373989, -0.093472, -0.221468)  -0.029
C (0.041475, 0.205928, 1.095858)  0.106
C (-0.881101, 1.175463, 1.379158)  -0.189
F (-1.129452, 1.437321, 2.684338)  0.060
C (-1.548416, 1.869651, 0.366490)  -0.144
C (-1.234400, 1.550945, -0.949136)  0.044
C (-0.256830, 0.601571, -1.267722)  -0.122
N (-2.559495, 2.864805, 0.578107)  -0.111
C (-3.155163, 2.997741, 1.909022)  -0.129
C (-4.342872, 3.979362, 1.802596)  -0.073
N (-4.683824, 4.098698, 0.353767)  0.041
C (-3.606699, 4.847794, -0.357706)  -0.077
C (-2.265696, 4.189346, 0.034934)  -0.119
H (-2.312891, 0.715380, -4.946710)  0.077
H (-2.585031, 0.319344, -3.237856)  0.067
H (-1.699103, -0.802452, -4.270955)  0.087
H (-0.714157, 1.996959, -3.496979)  0.109
H (0.128962, 0.881954, -4.550340)  0.124
H (1.340364, -0.784144, -3.837545)  0.147
H (0.533003, -0.344227, 1.889621)  0.154
H (-1.800657, 2.032892, -1.734162)  0.104
H (-2.453332, 3.372029, 2.656804)  0.132
H (-3.503767, 2.020552, 2.232883)  0.139
H (-4.089044, 4.972512, 2.167327)  0.135
H (-5.206546, 3.620344, 2.356223)  0.137
H (-5.603363, 4.503202, 0.194196)  0.186
H (-4.647708, 3.141781, -0.018260)  0.184
H (-3.649874, 5.891114, -0.053321)  0.134
H (-3.798424, 4.782726, -1.426830)  0.135
H (-1.730927, 4.809320, 0.766013)  0.139
H (-1.631253, 4.097352, -0.839609)  0.124

Cartesian forces (eV/Å) of the 2 atoms listed first:
Mg 0.59 -0.27 -0.10
N 0.32 0.20 0.06

=====

Number 1: electronic energy -2024.8900 a.u., frontier orbital gap 0.321 hartree. Number 2: electronic energy -1517.1831 a.u., frontier orbital gap 0.339 hartree. Number 3: electronic energy -1801.8052 a.u., frontier orbital gap 0.143 hartree.